1.
The following is a DFT calculation (wB97M-V/def2-TZVPD) of a structure of composition C5H9NS2 in a non-equilibrium geometry.

Geometry as XYZ:
```
17
Properties=species:S:1:pos:R:3:forces:R:3
C -2.015 -0.002 -1.564 -1.29 -0.37 -2.31
C -0.258 0.389 0.253 0.95 -2.57 1.32
C 0.968 -0.201 -0.563 -1.48 0.28 3.20
C 1.446 -0.969 1.970 1.52 -2.17 1.92
C 1.112 1.004 0.414 -0.17 2.47 -3.25
H -2.945 -0.988 -1.406 3.59 2.96 0.46
H -1.114 -0.338 -2.279 -2.10 0.10 1.80
H -2.704 0.606 -2.354 1.80 -0.66 2.30
H -1.111 1.763 -0.871 -0.47 0.02 -0.14
H -0.404 -0.228 1.214 -0.90 1.02 -2.20
H 0.843 -0.418 -1.593 0.33 0.99 -1.00
H 2.152 -1.739 2.661 -1.80 2.41 -1.89
H 0.389 -0.936 2.514 2.41 -0.29 -1.42
H 1.280 2.059 0.000 -0.23 -1.59 0.38
N -1.425 0.918 -0.399 -0.81 -1.06 -1.73
S 1.610 -1.661 0.208 -0.31 -0.18 1.88
S 2.175 0.742 1.795 -1.04 -1.36 0.67
```
Forces are in eV/Å.

Results
E_LUMO = 0.0248 Eh
E = -1046.8709 Ha
Relative energy (zero: lowest compared OMol25 entry of this formula, charge and spin) = 111.3 kcal per mole
Orbital gap = 8.818 eV

2.
The following is a DFT calculation (wB97M-V/def2-TZVPD) of the molecule C5H9NS2 in a non-equilibrium geometry.

Geometry as XYZ:
```
17
Properties=species:S:1:pos:R:3:forces:R:3
C -1.310 0.233 -0.020 1.80 -1.17 -4.73
C 1.872 0.747 0.652 -1.78 -3.15 0.16
C 2.160 -0.786 0.655 -1.91 0.29 2.09
C 0.116 -0.079 -1.054 -1.70 -0.34 1.43
C -2.467 -0.128 -0.889 1.33 -1.62 0.90
N -1.174 0.648 1.117 1.55 0.61 1.42
S 1.267 1.254 -0.941 0.25 0.78 -0.16
S 0.941 -1.559 -0.441 0.06 -0.73 0.18
H 1.207 0.806 1.479 -1.34 0.81 0.08
H 2.681 1.242 0.992 3.07 1.92 0.37
H 3.103 -0.958 0.239 1.58 -0.65 -0.27
H 2.010 -1.206 1.764 0.65 0.86 -2.53
H -0.079 -0.371 -2.135 -0.39 0.90 1.37
H -2.504 0.434 -1.784 0.50 -0.08 -1.34
H -3.340 0.086 -0.438 -3.26 1.12 2.00
H -2.543 -1.238 -0.911 0.57 0.61 -0.94
H -1.941 0.875 1.713 -0.97 -0.14 -0.03
```
Forces are in eV/Å.

Results
E_LUMO = 0.0288 Eh
E = -1046.9687 Ha
Relative energy (zero: lowest compared OMol25 entry of this formula, charge and spin) = 50.0 kcal per mole
SMILES string = [H]/N=C(\C)C1SCCS1
Orbital gap = 8.961 eV

3.
The following is a DFT calculation (wB97M-V/def2-TZVPD) of the molecule C5H9NS2 in a non-equilibrium geometry.

Geometry as XYZ:
```
17
Properties=species:S:1:pos:R:3:forces:R:3
C 0.096 -2.753 1.258 -0.18 -0.92 0.38
C 0.222 -0.223 0.189 0.49 -0.29 0.88
C -0.741 0.832 -1.704 0.09 -0.05 -0.84
C -0.543 1.029 -0.252 0.37 0.13 0.77
C 0.327 2.257 0.043 0.16 0.83 -0.06
H 0.947 -2.487 1.948 -1.08 0.00 -0.43
H -0.608 -3.514 1.789 1.53 1.10 -1.15
H 0.591 -3.139 0.315 -0.96 0.13 1.06
H 1.005 -0.045 0.967 -0.69 0.11 -0.60
H -1.437 1.391 -2.309 -0.32 0.39 0.11
H -1.557 1.043 0.197 0.67 0.34 0.25
H -0.122 3.187 -0.296 -0.27 0.04 -0.20
H 0.519 2.424 1.111 -0.11 -0.41 -0.16
H 1.306 2.208 -0.471 -0.45 -0.31 0.21
N -0.048 -0.008 -2.336 0.80 -0.76 -0.36
S -1.007 -1.346 0.855 0.55 -0.90 0.41
S 1.051 -0.854 -1.303 -0.59 0.56 -0.28
```
Forces are in eV/Å.

Results
E_LUMO = 0.0305 Eh
E = -1047.0141 Ha
Relative energy (zero: lowest compared OMol25 entry of this formula, charge and spin) = 21.5 kcal per mole
SMILES string = CS[C@H]1SN=C[C@@H]1C
Orbital gap = 9.439 eV

4.
The following is a DFT calculation (wB97M-V/def2-TZVPD) of a cluster of 2 separate species, C5H9O in total in a non-equilibrium geometry.

Geometry as XYZ:
```
15
Properties=species:S:1:pos:R:3:forces:R:3
C -0.607 1.781 -1.256 0.00 -0.57 0.57
O 0.080 2.073 -2.354 0.19 0.19 0.06
C 0.183 0.934 -0.186 1.37 -0.05 0.43
C -0.530 0.069 0.806 0.18 0.42 1.19
C -0.176 -1.201 1.109 -0.62 3.59 1.71
C 0.956 -1.845 0.549 -2.24 -3.04 -3.74
H -0.989 2.665 -0.668 -0.29 -0.10 -0.21
H -1.475 1.078 -1.436 -0.31 0.39 -0.02
H 0.888 1.508 0.463 -0.45 0.52 -0.43
H 0.918 0.378 -0.768 -0.25 -0.41 -0.34
H -1.115 0.623 1.557 -0.48 -0.53 -0.61
H -0.386 -2.064 -0.541 3.16 -1.19 1.27
H -0.654 -1.709 1.938 -0.07 -0.05 0.01
H 1.587 -1.554 -0.275 0.11 0.98 0.40
H 1.320 -2.735 1.063 -0.31 -0.15 -0.30
```
Forces are in eV/Å.

Results
Total charge = -1
E_LUMO = 0.1176 Eh
E = -270.9607 Ha
Relative energy (zero: lowest compared OMol25 entry of this formula, charge and spin) = 91.6 kcal per mole
Orbital gap = 5.371 eV

5.
The following is a DFT calculation (wB97M-V/def2-TZVPD) of the ion C5H9O with charge -1 in a non-equilibrium geometry.

Geometry as XYZ:
```
15
Properties=species:S:1:pos:R:3:forces:R:3
C 1.962 0.061 0.090 1.42 1.17 0.46
O 3.172 -0.361 0.543 -0.68 -0.34 -0.10
C 0.802 -0.906 0.254 -1.05 -0.15 -0.86
C -0.477 -0.601 -0.573 0.07 0.19 -1.22
C -1.085 0.774 -0.185 -0.20 -0.51 0.46
C -2.323 0.944 0.311 0.30 -0.69 0.70
H 1.678 1.007 0.620 -0.19 0.30 -0.35
H 2.020 0.293 -1.035 -0.48 0.06 0.53
H 0.425 -1.115 1.263 0.68 0.18 0.14
H 1.272 -1.765 -0.164 -0.01 -1.40 -0.04
H -0.199 -0.498 -1.722 -0.46 -0.24 2.16
H -1.196 -1.521 -0.502 0.81 1.97 -0.02
H -0.410 1.668 -0.176 -0.59 -0.91 -0.94
H -2.829 0.112 0.845 -0.06 0.24 -1.19
H -2.812 1.907 0.430 0.44 0.12 0.28
```
Forces are in eV/Å.

Results
Total charge = -1
E_LUMO = 0.1419 Eh
E = -271.0765 Ha
Relative energy (zero: lowest compared OMol25 entry of this formula, charge and spin) = 18.9 kcal per mole
SMILES string = C=CCCC[O-]
Orbital gap = 5.967 eV

6.
The following is a DFT calculation (wB97M-V/def2-TZVPD) of the ion C5H9O with charge +1 in a non-equilibrium geometry.

Geometry as XYZ:
```
15
Properties=species:S:1:pos:R:3:forces:R:3
C -0.768 1.742 -1.109 -2.86 -1.89 3.10
C -1.411 -0.861 0.620 -0.09 1.37 2.19
C -0.435 1.007 -0.067 4.88 -0.34 0.73
C 1.169 -1.032 0.139 1.63 -1.63 0.64
C 1.245 0.444 0.332 -2.83 -0.16 0.11
O -1.089 0.347 0.972 -0.99 -0.47 -1.27
H -1.823 1.939 -1.245 0.03 0.37 -0.36
H -0.052 1.912 -1.804 1.98 1.05 -1.96
H -1.628 -1.473 1.480 -0.01 -0.46 -0.01
H -1.833 -1.030 -0.336 0.07 -0.35 -1.16
H 1.467 -1.315 -0.867 -0.32 -0.02 -0.20
H 0.078 -1.333 0.196 -0.39 -0.81 0.25
H 1.787 -1.760 0.818 -1.53 1.60 -0.75
H 1.480 0.700 1.414 -0.08 0.39 -1.85
H 1.815 0.714 -0.545 0.51 1.33 0.54
```
Forces are in eV/Å.

Results
Total charge = +1
E_LUMO = -0.2221 Eh
E = -270.7222 Ha
Relative energy (zero: lowest compared OMol25 entry of this formula, charge and spin) = 71.8 kcal per mole
Orbital gap = 9.383 eV

7.
The following is a DFT calculation (wB97M-V/def2-TZVPD) of the molecule C5H9O3 in a non-equilibrium geometry.

Geometry as XYZ:
```
17
Properties=species:S:1:pos:R:3:forces:R:3
C -0.930 1.721 -1.385 1.43 -0.34 -1.35
O 0.249 1.204 -2.045 -0.29 -0.28 -0.19
C -0.844 1.703 0.103 -0.56 -0.19 1.33
C -1.178 0.342 0.773 -0.15 0.04 0.25
C -0.453 -0.778 0.127 -0.40 0.10 -0.26
C 0.715 -1.431 0.636 0.71 -0.49 0.30
O 1.132 -0.911 1.818 -0.76 0.97 0.29
O 1.303 -2.355 0.110 -0.15 0.14 -0.17
H -1.757 1.153 -1.812 -0.23 -0.26 0.50
H -1.037 2.696 -1.828 -0.22 0.83 0.37
H 0.101 1.978 0.573 0.56 0.14 -0.87
H -1.482 2.483 0.508 -0.57 -0.04 0.06
H -0.961 0.428 1.838 0.28 -0.12 -0.09
H -2.243 0.112 0.740 -0.23 0.17 -0.37
H -0.798 -1.101 -0.848 0.16 -0.13 0.10
H 0.968 1.037 -1.437 -0.05 0.09 0.31
H 1.975 -1.251 2.106 0.45 -0.63 -0.21
```
Forces are in eV/Å.

Results
2S+1 = 2
E_LUMO (alpha / beta) = 0.0252 / -0.0405 Eh
E = -421.5839 Ha
⟨S²⟩ = 0.758
Relative energy (zero: lowest compared OMol25 entry of this formula, charge and spin) = 0.0 kcal per mole
Orbital gap (alpha / beta) = 9.678 / 9.231 eV

8.
The following is a DFT calculation (wB97M-V/def2-TZVPD) of a structure of composition C5H9O3Sc in a non-equilibrium geometry.

Geometry as XYZ:
```
18
Properties=species:S:1:pos:R:3:forces:R:3
H 4.965 -1.174 1.096 0.00 0.02 -0.08
O 2.327 0.046 0.263 -1.71 0.82 -0.42
C 3.236 -0.740 0.004 2.17 -1.02 0.03
H 2.988 -1.712 -0.461 0.07 0.18 0.04
H 5.242 -0.729 -0.581 -0.04 -0.03 0.20
C 4.648 -0.470 0.310 -0.34 0.21 -0.30
H 4.816 0.567 0.611 -0.03 -0.26 0.04
C -1.714 0.750 -0.675 -1.22 -3.27 -0.43
O -2.425 -0.046 -1.244 1.20 2.22 -0.12
Sc 0.293 0.146 -0.093 -2.38 0.84 1.24
O -1.818 0.736 0.754 3.58 -0.30 -1.36
C -2.783 1.407 1.563 -1.49 0.75 1.54
C -3.113 2.816 1.123 0.21 -0.03 -0.40
H -2.328 1.405 2.561 -0.32 -0.13 -0.23
H -3.677 0.770 1.532 0.25 0.11 0.20
H -2.195 3.399 0.967 -0.24 -0.01 0.06
H -3.703 3.311 1.907 0.16 -0.22 -0.22
H -3.709 2.804 0.201 0.16 0.12 0.20
```
Forces are in eV/Å.

Results
Total charge = +2
E_LUMO (alpha / beta) = -0.3974 / -0.3959 Eh
E = -1181.6087 Ha
Relative energy (zero: lowest compared OMol25 entry of this formula, charge and spin) = 24.0 kcal per mole
Orbital gap (alpha / beta) = 6.819 / 6.903 eV

9.
The following is a DFT calculation (wB97M-V/def2-TZVPD) of a cluster of 2 separate species, C5H9O4S in total in a non-equilibrium geometry.

Geometry as XYZ:
```
19
Properties=species:S:1:pos:R:3:forces:R:3
C -0.740 -0.204 1.908 3.18 -0.03 -0.63
C 2.290 0.189 -1.330 -3.37 -3.98 3.11
C -0.026 1.290 -1.716 -2.09 -2.06 -0.52
C 0.754 0.098 -1.166 -0.70 0.02 -1.94
C -1.865 -1.160 1.971 -3.39 -0.61 0.42
O 0.378 -0.680 1.720 -1.72 1.40 1.16
O -1.047 1.098 2.034 -1.02 -1.38 -0.13
O -3.026 -0.728 1.956 2.29 -1.25 0.22
O -1.488 -2.447 2.133 -1.31 1.68 -0.33
S 0.147 -1.357 -2.089 -0.18 -0.54 0.47
H 2.510 0.126 -2.319 1.08 -0.08 -2.69
H 2.503 1.006 -0.794 1.87 3.45 1.61
H 2.537 -0.729 -0.708 0.67 0.97 -1.14
H 0.173 1.525 -2.764 -0.39 -0.61 -0.22
H 0.174 2.165 -1.242 0.91 2.88 1.96
H -1.147 1.077 -1.473 1.77 0.38 -1.02
H 0.467 0.067 -0.125 0.52 -0.22 -0.08
H -2.050 1.081 2.064 1.07 0.20 -0.07
H -0.543 -2.414 1.941 0.81 -0.24 -0.18
```
Forces are in eV/Å.

Results
Total charge = -1
E_LUMO = 0.0860 Eh
E = -895.0770 Ha
Relative energy (zero: lowest compared OMol25 entry of this formula, charge and spin) = 10.6 kcal per mole
Orbital gap = 4.625 eV

10.
The following is a DFT calculation (wB97M-V/def2-TZVPD) of a structure of composition C5H9O5Pt in a non-equilibrium geometry.

Geometry as XYZ:
```
20
Properties=species:S:1:pos:R:3:forces:R:3
C 1.993 -2.501 0.431 0.08 -0.05 0.45
C 1.035 -1.584 -0.295 0.44 -0.43 -1.48
O 0.152 -0.838 0.552 2.87 -1.46 -2.86
Pt 0.271 -0.986 2.324 0.29 -0.48 6.64
H 2.591 -3.063 -0.300 -0.21 0.20 0.09
H 2.698 -1.925 1.049 -0.18 -0.23 -0.05
H 1.457 -3.243 1.044 0.20 0.20 -0.08
H 0.412 -2.176 -0.985 0.06 0.13 0.21
H 1.607 -0.901 -0.944 -0.29 0.09 0.36
C -0.558 0.688 -0.264 -1.86 2.19 -1.80
C -1.165 1.688 0.720 0.18 0.19 0.04
O -1.981 2.628 0.053 0.21 0.14 1.55
C -1.444 3.099 -1.120 -2.62 -0.83 -2.58
O -0.577 2.290 -1.598 1.04 -0.95 0.78
O -2.085 3.947 -1.726 1.26 0.17 1.09
O -1.503 -0.233 -0.637 -0.13 0.68 -1.41
H 0.464 0.849 -0.624 -0.61 -0.65 -0.01
H -0.342 2.179 1.256 -0.15 0.05 0.12
H -1.872 1.187 1.397 0.53 -0.10 0.00
H -1.151 -1.105 -0.333 -1.10 1.14 -1.06
```
Forces are in eV/Å.

Results
2S+1 = 4
E_LUMO (alpha / beta) = -0.0134 / -0.1353 Eh
E = -691.0986 Ha
⟨S²⟩ = 3.756
Relative energy (zero: lowest compared OMol25 entry of this formula, charge and spin) = 28.0 kcal per mole
Orbital gap (alpha / beta) = 8.233 / 5.261 eV

11.
The following is a DFT calculation (wB97M-V/def2-TZVPD) of the molecule C5H9O6 in a non-equilibrium geometry.

Geometry as XYZ:
```
20
Properties=species:S:1:pos:R:3:forces:R:3
H 1.571 -2.035 0.375 -0.82 -1.35 1.43
C 0.642 -1.880 1.035 1.41 0.70 0.04
O -0.129 -2.649 1.532 0.61 0.02 -0.20
C 0.499 -0.355 0.997 -0.52 -1.67 0.21
C -0.135 -0.270 -0.440 -0.73 1.93 0.02
C -1.674 -0.318 -0.426 0.50 0.18 -0.25
C 0.506 0.975 -1.164 -0.35 -1.22 -0.02
O -0.169 2.119 -0.669 0.15 -0.29 0.04
O 0.223 -1.473 -1.189 3.49 1.63 -1.70
O 1.556 -1.262 -1.645 -3.24 -1.25 0.79
O -0.258 0.066 2.132 0.81 0.90 -1.05
O 0.198 1.420 2.424 -0.91 -0.15 -0.72
H -0.341 1.937 1.777 0.48 -0.30 0.53
H 1.510 0.082 0.948 -0.49 0.01 0.51
H -2.127 0.535 0.094 0.31 -0.30 -0.01
H -2.004 -0.290 -1.467 -0.06 0.00 0.05
H -2.007 -1.263 0.014 0.05 0.22 0.09
H 1.587 0.933 -0.920 -0.62 0.52 -0.15
H 0.411 0.839 -2.259 -0.16 0.26 0.42
H 0.142 2.889 -1.148 0.08 0.17 -0.02
```
Forces are in eV/Å.

Results
2S+1 = 2
E_LUMO (alpha / beta) = 0.0107 / -0.0789 Eh
E = -647.0544 Ha
⟨S²⟩ = 0.755
Relative energy (zero: lowest compared OMol25 entry of this formula, charge and spin) = 18.6 kcal per mole
Orbital gap (alpha / beta) = 9.914 / 7.410 eV

12.
The following is a DFT calculation (wB97M-V/def2-TZVPD) of the ion C5H9O8S with charge -1 in a non-equilibrium geometry.

Geometry as XYZ:
```
23
Properties=species:S:1:pos:R:3:forces:R:3
C -0.466 0.436 -2.085 -0.31 2.33 2.86
C 1.920 -0.753 1.650 3.35 -0.23 2.90
C -1.511 0.758 -0.915 -0.36 2.23 -2.12
C -1.256 0.250 0.418 0.30 -3.01 0.10
C 1.542 -0.234 0.336 -1.62 1.02 -0.60
O 0.332 -2.622 -0.172 -1.02 0.27 0.56
O 0.490 1.425 -2.206 1.05 -0.47 0.88
O -0.109 -0.884 -1.794 0.82 -1.17 -1.06
O 2.111 -1.981 -1.551 0.82 0.51 -1.37
O 1.108 -1.632 2.340 -1.78 -0.50 0.96
O -1.640 2.163 -0.786 -0.17 0.76 0.43
O -1.707 -1.034 0.631 -1.21 -0.04 1.56
O 1.929 0.905 -0.090 0.20 -0.36 -0.19
S 0.997 -1.506 -0.798 1.01 -0.36 0.30
H -1.013 0.555 -2.993 -0.37 -1.07 -0.93
H 2.840 -1.435 1.674 -0.04 1.39 -0.98
H 2.217 0.097 2.409 -0.68 -0.95 -1.87
H -2.457 0.475 -1.428 -0.03 -0.93 0.93
H -1.455 0.685 1.366 0.16 1.59 0.06
H 0.312 -1.797 1.839 -0.59 -0.09 -0.25
H -1.384 2.579 -1.608 0.37 0.09 -0.23
H -1.505 -1.717 0.014 0.72 -0.43 -1.08
H 1.077 1.469 -1.348 -0.62 -0.57 -0.87
```
Forces are in eV/Å.

Results
Total charge = -1
E_LUMO (alpha / beta) = 0.1215 / 0.1240 Eh
E = -1195.9268 Ha
Relative energy (zero: lowest compared OMol25 entry of this formula, charge and spin) = 19.2 kcal per mole
Orbital gap (alpha / beta) = 6.107 / 7.224 eV